# 1
The following is a DFT calculation (wB97M-V/def2-TZVPD) of 20 unconnected molecules or ions with the total composition C60H120O28 in a non-equilibrium geometry.

- HOMO level: -9.03 eV
- Orbital gap: 9.16 eV
- Calculated total energy: -121489.6191 eV
- Spin multiplicity: 1
- ΔE to the lowest compared entry with this formula, charge and spin: 3.544 eV

Geometry as XYZ:
```
208
C60H120O28 | the OMol25 dataset | wB97M-V/def2-TZVPD
C -3.060 3.279 -3.701
O 3.105 -4.835 0.513
H -1.143 -4.023 -0.635
C 4.328 3.587 -0.274
H 1.899 -2.967 -2.263
O -3.434 6.925 -3.378
H 0.260 3.827 -3.047
C -4.553 -1.906 4.494
C 1.251 -3.928 -4.126
O -4.741 -3.285 4.112
H 0.851 1.246 1.193
H -3.421 -2.711 -5.857
H -0.845 1.068 -10.176
C 2.537 -4.058 1.352
H -0.731 5.352 -2.668
O 6.082 1.102 3.988
H -1.476 3.056 1.443
C 7.982 2.557 -6.227
O 1.267 -4.120 1.058
H 6.530 0.472 0.806
H 4.495 3.574 4.457
H -2.408 3.258 -2.828
H 1.102 7.164 -1.294
H 7.874 -0.268 0.009
H -0.637 -4.765 3.816
C 6.635 -1.822 -1.633
H -3.917 0.396 0.238
H -1.573 -5.399 -2.847
C 0.760 5.014 -1.231
H 4.857 1.547 0.584
H -0.402 -3.829 -5.578
C 2.194 -3.012 -3.311
H -2.051 -9.352 0.706
C 5.955 0.387 4.956
H -4.396 -2.434 -2.599
H -7.418 -1.383 2.280
O 1.000 0.750 -8.347
C -1.761 6.562 5.274
O -7.012 -0.294 -0.590
C -7.975 -1.095 1.389
H 7.403 0.295 6.607
H 0.256 -2.001 4.347
H 2.151 -1.994 -3.697
H 4.368 -0.995 5.803
H -0.916 3.645 5.585
H 8.245 3.495 -6.715
H -5.274 8.485 -3.371
H 1.542 -1.232 5.202
H -2.847 -5.684 1.877
H -3.890 -6.824 2.446
H -1.461 -10.230 2.086
C -6.946 -1.139 0.308
H -1.184 -1.551 7.327
H 0.602 -0.477 1.662
H 0.370 0.722 -2.469
H 3.257 1.817 -0.103
H 3.770 2.512 1.510
H 1.187 -3.572 -6.225
H 0.792 5.558 -3.241
H -0.081 -0.736 5.531
H 5.964 -2.607 -1.980
H -1.149 2.376 -6.712
O 4.081 3.688 -1.486
H 1.480 1.489 -1.384
H 5.301 1.336 -1.983
C -3.935 7.272 -2.336
C 3.966 3.965 5.326
H -5.190 -2.180 1.167
H 0.170 -2.278 1.012
H 0.116 -5.777 5.019
C -2.199 -5.922 -2.125
H 5.367 -1.748 4.666
H -4.361 0.060 1.907
H -3.987 -4.396 -5.471
C -0.370 1.616 -6.657
H -4.692 9.087 -1.770
H -5.976 7.935 -1.865
H -1.496 -6.471 -1.499
H -5.341 -2.384 -0.536
C 4.936 -0.774 4.899
C -3.547 0.393 1.263
H -3.229 -3.262 -4.284
C 0.017 0.117 -0.396
C 4.489 -4.772 0.339
C -0.042 1.240 -8.088
H 6.675 -1.160 -2.498
O -2.925 0.863 -4.018
H -3.519 -1.832 4.831
H -5.215 -1.515 5.267
C -3.055 1.714 1.835
O 1.113 -3.553 6.479
O -4.531 -4.917 2.698
C -4.655 1.796 -5.203
C -2.270 2.550 0.893
C -1.165 -9.512 1.321
H -4.568 -1.149 3.710
H 4.525 4.676 5.934
O -0.580 -8.321 1.826
O 0.967 -5.094 -3.737
C -0.908 -2.596 7.188
H -0.130 2.055 -1.273
H 1.980 6.395 0.031
H 3.417 4.850 2.938
C 4.052 2.276 0.485
C -5.186 -2.710 -4.633
H -2.788 3.311 0.310
C -2.118 -3.696 -0.996
H 7.981 1.869 -7.072
H -2.556 3.853 -4.480
C -2.462 5.252 5.341
C -3.906 -3.363 -5.132
C -5.932 -2.270 0.373
H 3.879 1.140 -2.803
C 6.469 0.799 6.357
H 7.600 -2.249 -1.357
C 2.475 4.846 3.487
C -5.038 8.224 -2.339
O -3.315 2.079 2.980
O 4.789 -0.984 -0.464
C 0.530 -1.616 5.329
H 0.578 -3.043 2.596
H -3.987 6.967 -0.178
H 1.861 -0.093 0.701
H 7.182 -1.133 1.328
H -0.696 -3.726 1.513
H -4.855 0.742 -5.396
O -0.896 -0.714 -0.467
H -3.938 3.842 -3.386
O 7.536 0.885 -4.216
H -5.074 -1.026 -3.616
O -3.569 5.139 5.896
C -5.164 -2.056 -3.274
H -5.508 2.209 -4.666
H 6.709 1.862 6.348
C -3.891 -3.851 3.244
H -1.128 6.592 4.387
H -0.654 -3.013 8.162
O -2.776 -3.350 2.922
H -6.106 -2.191 -2.742
O -0.316 -6.624 3.166
H -1.332 3.966 3.927
H 4.916 -3.784 0.170
C -1.011 -7.789 2.990
C 0.294 -2.692 6.376
C -3.308 6.837 -1.021
C -3.918 -5.883 1.896
H -6.507 -3.141 0.688
O -4.221 -4.775 -1.389
H 0.508 1.907 -6.079
C 5.984 -1.159 -0.440
C -3.001 -4.823 -1.462
C -0.624 -5.778 4.219
H 5.049 -5.240 1.149
C 0.825 0.212 0.847
O -1.993 -8.217 3.651
H 5.078 -0.059 -3.202
H -0.501 -10.026 0.626
H -1.643 -5.975 4.551
H -1.802 1.895 0.158
H 2.061 5.843 3.338
C 2.634 4.528 4.954
C 6.920 -0.494 0.485
C 4.948 0.995 -2.956
H -2.570 6.035 -0.995
H -0.993 2.621 -9.378
C 1.654 6.270 -1.002
H 5.071 5.542 0.063
H -2.485 3.139 5.008
H 3.879 3.057 5.923
H -2.747 -0.276 1.581
H 4.229 -0.580 4.093
C -1.743 3.934 4.936
O 5.430 1.727 -4.063
H -4.356 2.289 -6.129
C 0.230 4.839 -2.644
C 0.575 -3.408 -5.338
H -1.049 6.554 6.099
O -6.062 -2.610 -5.462
O 6.736 2.464 -5.612
H 3.195 -3.406 -3.492
O 3.066 -3.390 2.246
H -2.363 7.444 5.488
H 1.788 4.086 3.117
H 2.537 6.347 -1.635
H 5.709 0.801 7.139
C 4.511 4.752 0.564
H -1.852 -3.005 -1.795
C 0.264 -3.212 1.566
C -1.017 1.545 -9.211
H 8.801 2.225 -5.588
H -8.236 -0.054 1.578
H -2.640 -3.157 -0.205
C -3.477 1.900 -4.222
H -1.969 1.203 -8.804
H 3.566 5.190 0.888
H -0.893 0.756 -6.240
H -1.680 -3.165 6.669
C 6.607 1.575 -4.561
H -8.856 -1.709 1.198
O 0.511 4.324 -0.289
H 5.018 4.544 1.506
H 4.740 -5.483 -0.447
H -4.324 -5.836 0.885
H -2.590 7.585 -0.686
C 0.447 1.152 -1.470
H 0.526 -2.333 -5.169
H -2.861 -6.465 -2.800
O 1.657 4.679 5.725
```

Mulliken atomic charge list, values in e, 99 entries: C -0.666; O -0.271; H 0.745; C 0.949; H 0.095; O -0.541; H 0.212; C -0.139; C 0.767; O -0.456; H 0.296; H 0.312; H 0.312; C 0.755; H -0.002; O -0.528; H -0.114; C -0.723; O -0.205; H 0.146; H 0.192; H -0.140; H 0.500; H 0.412; H -0.095; C -1.054; H 0.374; H 0.191; C 0.934; H -0.792; H 0.273; C -0.620; H 0.292; C 0.795; H -0.630; H 0.251; O -0.540; C -0.997; O -0.600; C -1.182; H 0.355; H -0.314; H 0.282; H 0.405; H 0.325; H 0.264; H 0.339; H 0.049; H -0.153; H 0.361; H 0.323; C 0.796; H 0.366; H -0.001; H 0.424; H -0.771; H 0.240; H 0.342; H 0.464; H 0.392; H 0.198; H 0.248; O -0.582; H -0.471; H 0.124; C 0.962; C -0.938; H -0.331; H -0.703; H 0.372; C -1.385; H 0.361; H 0.150; H 0.346; C -0.585; H 0.329; H 0.344; H 0.317; H -0.822; C -1.004; C -0.172; H -0.194; C 0.817; C -0.534; C 0.529; H 0.143; O -0.456; H 0.076; H 0.349; C 0.328; O -0.574; O -0.356; C -1.241; C 0.187; C -0.771; H -0.122; H 0.300; O -0.235; O -0.635

# 2
The following is a DFT calculation (wB97M-V/def2-TZVPD) of a molecular structure, C60H126AsF18N7O12S4 in a non-equilibrium geometry.

- Charge: +2
- HOMO level: -11.22 eV
- Orbital gap: 7.70 eV
- Calculated total energy: -252348.5817 eV
- Spin multiplicity: 1

Geometry as XYZ:
```
228
C60H126AsF18N7O12S4 | the OMol25 dataset | wB97M-V/def2-TZVPD
H 5.103 -2.748 4.747
F -4.062 -2.166 1.189
H 2.912 4.153 -7.509
N 3.215 4.856 4.328
C -3.302 0.299 8.051
H 1.443 -5.240 2.550
As 1.037 -2.441 -4.814
C -5.148 -4.765 -4.859
C 0.094 0.716 -0.294
H -3.000 0.085 1.565
H 0.803 1.752 -4.818
H 4.340 2.955 4.308
H 1.938 4.079 -0.118
H -0.615 -2.434 -0.946
F -3.888 1.403 8.590
H 3.837 7.840 5.753
C 6.658 -1.870 2.467
C -3.761 -3.151 -6.060
N -0.909 -0.426 -0.339
F -2.190 0.046 8.777
H -4.766 2.672 4.194
H -1.271 5.496 2.798
H 7.207 -3.682 0.483
H -1.527 1.100 1.812
H 5.089 4.296 3.400
F 0.294 -2.907 -3.235
H -0.520 1.602 -0.586
H -7.292 1.368 -5.276
C -1.040 -7.120 -1.558
H -1.479 -8.107 0.332
F 2.605 -1.493 5.319
H 6.303 -4.155 4.922
C 2.747 2.719 -5.158
H -5.641 1.244 -5.920
H 1.323 4.829 3.498
H -6.383 -3.083 -4.113
H -1.015 -4.040 4.031
O -1.377 3.268 -1.330
H -5.968 -4.917 -5.592
C -0.480 -6.112 1.974
H -0.238 -5.236 -2.458
C 0.013 -5.978 -1.714
H -0.069 3.319 -3.220
H -0.614 -8.127 -1.849
F 1.420 -0.800 -4.116
C -5.773 1.885 1.761
C 7.560 -2.645 0.379
H -0.579 -4.536 -0.177
C 2.786 4.515 1.892
H -0.957 -0.110 3.784
C 0.986 3.369 -3.439
C 1.280 -1.212 -0.954
F -3.565 4.312 -2.938
H 0.260 -4.084 1.956
H 3.737 3.964 1.816
H -3.544 6.432 2.998
C 6.411 -0.167 -0.935
C -1.207 -0.946 1.085
H 1.181 1.016 -6.902
H 7.132 -0.033 -1.750
H 5.941 -1.186 2.868
H -3.550 2.898 2.871
H 4.853 1.323 -6.060
H 2.747 6.757 3.385
C -3.223 4.456 5.242
C 2.390 3.189 -7.567
H 8.521 -2.579 0.810
S -3.469 -4.102 -0.551
H 1.279 -7.820 -0.382
H 4.431 6.468 3.767
O -4.105 0.613 5.548
C -3.504 -1.775 -4.102
C 3.421 6.378 4.149
H 6.260 0.240 1.126
C 1.744 3.912 0.900
C -0.183 -1.448 -1.169
H -4.563 -0.609 -6.136
H -0.385 -1.194 -2.165
H 2.337 0.289 -5.889
C -5.314 -3.361 -4.208
H 1.949 -1.771 -1.617
C 5.428 -1.384 -1.024
H -3.655 -5.275 -6.429
H 2.936 3.653 6.112
N -0.102 -6.511 0.574
C 2.255 0.892 -6.786
F -5.648 -3.622 0.915
H 1.136 -4.863 -0.083
C 6.318 -3.267 2.965
H 3.264 -0.725 -7.744
H -6.526 3.576 2.889
H -4.846 -3.341 -3.226
O -2.732 -4.497 0.659
H -0.232 -1.064 1.598
C 4.428 1.895 -6.894
H -0.306 -5.630 4.522
H -1.148 4.143 5.140
O 1.990 1.154 3.808
H 5.011 2.787 -6.898
S -2.819 0.394 6.276
C 2.669 4.639 5.759
F -4.164 -0.705 8.323
H -2.726 -2.509 -3.775
H 3.307 3.651 -5.020
H 0.956 0.483 -2.191
H 1.504 -1.507 0.058
O 2.539 0.022 1.746
H -6.977 -1.135 -4.530
H 2.585 2.757 -8.519
C 0.364 -4.989 2.583
H 5.145 4.331 5.154
H 5.421 -3.631 2.489
H -0.493 -7.021 2.557
O -1.988 1.595 6.284
H -1.811 3.843 3.029
H 0.715 3.383 -5.534
F 0.889 -1.615 4.075
O -4.320 -5.083 -1.219
H -1.505 5.866 5.230
H 7.699 -2.419 -0.685
C 3.042 0.278 -8.026
C -0.120 -4.693 4.014
N -4.511 -2.386 -5.011
H 0.932 -6.462 -2.091
H -1.488 -5.780 1.859
C 5.191 -1.854 0.374
H 1.622 2.856 1.200
C 0.173 -5.334 -0.333
H -5.421 3.930 1.458
C -1.332 -7.142 -0.069
S 2.787 0.130 3.195
H 5.244 0.323 -8.110
H 3.234 1.988 -4.525
C -2.164 0.012 -0.961
H -2.989 -4.759 -4.908
H 5.753 0.706 -0.786
H -4.851 1.555 1.308
H -6.030 4.652 4.973
C 2.261 4.314 3.307
C -4.697 -2.914 0.292
F 1.684 -1.889 -6.305
H -2.768 -2.733 -6.103
F 2.533 -3.069 -4.377
C -6.155 -0.441 -4.837
H -1.696 -1.894 0.884
H 0.433 0.865 0.724
C 4.360 0.995 -8.100
H -7.020 0.315 -6.710
C -5.448 5.290 4.301
H 4.871 -2.899 0.394
H 4.485 -1.020 -1.455
H -5.819 -1.754 -6.483
C -4.452 3.254 3.327
H -3.022 -0.932 -4.611
C 6.922 -0.351 0.532
C -1.856 4.908 4.834
H -1.986 0.792 -1.719
H -5.667 0.135 -4.044
H -4.339 -3.041 -7.001
H -3.166 3.393 5.575
F -0.576 -1.778 -5.322
H 1.864 -6.909 1.116
F -5.331 -2.102 -0.570
H -3.558 5.003 1.960
H -2.718 0.625 -0.217
H 2.614 6.145 7.366
C 6.151 -3.139 4.490
H 4.510 1.645 -8.971
H 0.768 4.288 1.239
C -6.580 0.703 -5.773
C -3.821 -4.606 -5.571
H 7.240 -3.887 2.787
H 1.579 4.638 5.634
O -2.154 -0.861 6.126
H 5.866 -2.154 -1.648
N 6.592 -1.714 0.991
C 2.167 -1.475 3.990
H 7.656 -1.607 2.754
C -1.951 4.861 3.338
C -3.350 5.379 3.001
H -2.678 0.103 3.904
O -2.694 -3.242 -1.466
H 7.967 -0.089 0.744
H 4.521 -1.191 0.916
C -5.271 -1.283 -5.667
C -1.897 -0.377 3.309
H 0.718 -8.266 1.250
H 2.431 0.310 -8.944
C -1.953 0.091 1.916
H -6.484 1.877 0.937
H 4.299 5.669 6.872
H 2.168 0.857 -0.714
H -6.132 1.192 2.538
H -5.257 6.209 4.892
H -2.149 -6.476 0.186
H 1.326 3.384 -7.371
O -2.480 5.144 -0.160
F 2.714 -2.538 3.451
H 1.986 3.223 3.545
H 2.151 7.286 5.515
C 1.231 2.784 -4.797
S -2.541 3.723 -0.511
H -2.803 -0.813 -1.256
H 3.065 5.557 1.658
C 4.531 4.053 4.290
C 3.180 6.994 5.543
C 1.068 -7.445 0.619
C 1.306 0.334 -1.149
F -4.305 2.427 -2.247
O -3.011 2.764 0.525
C -3.936 3.643 -1.828
H -3.932 -1.400 -3.176
H 6.907 -2.484 4.933
H 0.727 -4.290 4.595
H -5.137 -5.536 -4.140
H 1.161 4.452 -3.395
F -5.038 4.266 -1.462
F 0.592 -3.919 -5.494
N 2.965 2.249 -6.552
H -3.627 4.966 6.095
N -4.167 4.609 4.031
H -1.984 -6.994 -2.090
H -2.011 -1.464 3.370
C -5.564 3.296 2.348
O 4.167 0.037 3.582
H 1.482 2.843 -2.613
C 3.246 5.815 6.555
H -6.026 5.441 3.422
```

Mulliken atomic charge list, values in e, 99 entries: H 0.141; F -0.146; H 0.346; N 0.662; C 0.326; H 0.132; As 2.286; C -0.839; C 2.009; H -0.227; H -0.053; H 0.293; H 0.574; H -0.187; F -0.242; H 0.378; C -0.799; C -0.489; N 1.717; F -0.236; H 0.854; H 0.832; H 0.359; H -0.082; H 0.370; F -0.646; H -1.384; H 0.404; C -0.680; H 0.669; F -0.291; H 0.400; C -0.921; H 0.366; H 0.578; H 0.395; H 0.231; O -0.350; H 0.321; C -0.672; H -0.064; C -0.594; H 0.411; H 0.306; F -0.420; C -1.283; C -1.049; H -0.858; C -0.240; H 0.600; C -1.361; C -1.160; F -0.240; H -0.501; H 0.359; H 0.557; C -0.706; C 0.373; H 0.652; H 0.351; H 0.030; H -0.836; H 0.353; H 0.336; C -0.230; C -0.932; H 0.349; S 0.991; H 0.416; H 0.315; O -0.730; C -2.710; C -0.525; H 0.339; C -0.611; C -0.640; H 0.473; H 0.479; H -0.188; C 0.363; H 0.539; C -0.450; H 0.478; H 0.315; N 0.189; C -0.293; F -0.243; H 0.533; C -0.033; H 0.307; H 0.652; H -0.595; O -0.752; H -0.714; C -0.625; H 0.528; H 0.263; O -0.770; H 0.526

| no. | LUMO (eV) |
| --- | --- |
| 1 | 0.130 |
| 2 | -3.522 |